{"formula": "C17H17F5N2O2Pd", "method": "the ωB97M-V functional and the def2-TZVPD basis", "de_lowest_kcal_mol": 24.6, "homo_lumo_gap_ev": [2.70, 2.69], "charge": -2, "homo_energy_ev": [2.29, 2.31], "lumo_ev": [4.994, 5.000], "spin_multiplicity": 1, "e_tot_ha": -1544.9903, "species": ["Pd", "C", "C", "O", "N", "C", "C", "C", "C", "C", "C", "N", "H", "H", "H", "H", "H", "H", "H", "H", "H", "H", "C", "C", "C", "O", "H", "H", "H", "H", "H", "H", "H", "F", "C", "C", "C", "F", "C", "F", "C", "F", "C", "F"], "coordinates": [[-0.55, -0.25, -0.01], [-1.28, 4.33, -0.57], [-0.65, 2.98, -0.96], [-1.18, 1.98, -0.49], [0.54, 3.00, -1.67], [0.90, 1.77, -2.45], [1.85, 0.90, -1.67], [3.22, 0.78, -1.89], [4.04, 0.03, -1.05], [3.44, -0.66, 0.00], [2.12, -0.40, 0.23], [1.32, 0.17, -0.69], [-1.18, 4.35, 0.53], [-2.35, 4.38, -0.87], [-0.69, 5.16, -0.92], [0.84, 3.85, -2.16], [1.32, 2.02, -3.45], [-0.03, 1.20, -2.59], [3.69, 1.22, -2.76], [5.10, 0.01, -1.25], [3.96, -1.35, 0.64], [1.64, -0.70, 1.16], [0.90, 0.21, 3.86], [-0.06, -0.03, 2.71], [-1.49, -0.01, 3.21], [0.11, 0.93, 1.59], [0.55, -0.22, 4.80], [1.06, 1.29, 3.99], [1.86, -0.25, 3.63], [0.13, -0.94, 2.09], [-1.81, 1.05, 3.45], [-1.71, -0.69, 4.06], [-2.14, -0.35, 2.39], [0.40, -3.04, 0.13], [-0.79, -3.03, -0.52], [-1.43, -1.84, -0.76], [-2.68, -1.81, -1.39], [-3.25, -0.61, -1.66], [-3.28, -3.02, -1.71], [-4.49, -3.07, -2.32], [-2.64, -4.26, -1.44], [-3.21, -5.42, -1.76], [-1.38, -4.25, -0.84], [-0.74, -5.41, -0.57]]}

{"formula": "C17H17F6N3PPtSTe", "method": "the ωB97M-V functional and the def2-TZVPD basis", "homo_lumo_gap_ev": [8.91, 6.44], "charge": 4, "homo_energy_ev": [-20.11, -20.98], "lumo_ev": [-11.201, -14.536], "spin_multiplicity": 6, "e_tot_ha": -2546.8619, "species": ["Pt", "C", "N", "C", "C", "N", "C", "S", "C", "C", "C", "C", "C", "N", "H", "H", "H", "H", "H", "H", "H", "H", "H", "C", "Te", "C", "C", "C", "C", "C", "C", "C", "H", "H", "H", "H", "H", "H", "H", "H", "F", "P", "F", "F", "F", "F", "F"], "coordinates": [[0.74, 1.60, -0.01], [2.39, 2.87, 4.91], [3.18, 2.60, 3.68], [4.50, 2.39, 3.65], [4.85, 2.18, 2.32], [3.73, 2.27, 1.57], [2.66, 2.49, 2.41], [1.03, 2.59, 2.13], [3.80, 2.30, 0.12], [4.94, 2.80, -0.46], [5.06, 2.77, -1.84], [4.03, 2.25, -2.60], [2.90, 1.81, -1.95], [2.76, 1.84, -0.60], [3.08, 2.98, 5.73], [1.71, 2.04, 5.09], [1.83, 3.80, 4.77], [5.12, 2.40, 4.53], [5.83, 1.96, 1.91], [5.72, 3.24, 0.14], [5.96, 3.16, -2.32], [4.09, 2.19, -3.68], [2.05, 1.43, -2.51], [-3.99, -3.32, 0.94], [-2.83, -1.60, 0.43], [-3.18, -2.26, -1.57], [-3.69, -3.68, -1.52], [-3.92, -4.42, -2.63], [-4.36, -5.77, -2.49], [-4.66, -6.33, -1.21], [-4.43, -5.59, -0.09], [-4.01, -4.24, -0.23], [-5.01, -2.95, 1.14], [-3.65, -3.79, 1.87], [-2.25, -2.16, -2.14], [-3.90, -1.57, -2.00], [-3.75, -4.02, -3.63], [-4.40, -6.40, -3.37], [-5.06, -7.33, -1.15], [-4.61, -6.00, 0.89], [-0.47, 0.03, -0.08], [-2.33, 2.59, -1.73], [-2.99, 2.46, -3.13], [-0.91, 2.50, -2.36], [-1.58, 2.67, -0.27], [-3.01, 1.28, -1.24], [-2.99, 3.92, -1.43]]}

{"formula": "C17H17F6N5O5PdS2SeSi", "method": "the ωB97M-V functional and the def2-TZVPD basis", "de_lowest_kcal_mol": 52.6, "homo_lumo_gap_ev": 7.07, "charge": 2, "homo_energy_ev": -15.01, "lumo_ev": -7.948, "spin_multiplicity": 1, "e_tot_ha": -5521.7877, "species": ["Pd", "Se", "N", "C", "C", "C", "C", "C", "N", "C", "C", "N", "C", "C", "C", "C", "C", "N", "H", "H", "H", "H", "H", "H", "F", "C", "F", "F", "S", "O", "O", "N", "S", "O", "O", "C", "F", "F", "F", "C", "Si", "C", "C", "H", "H", "H", "H", "H", "H", "H", "H", "H", "O", "H", "H"], "coordinates": [[-0.48, 0.24, 0.85], [6.06, -0.23, 4.67], [5.68, -0.29, 2.94], [4.38, -0.18, 2.83], [3.68, -0.20, 1.54], [4.30, -0.41, 0.31], [3.51, -0.46, -0.83], [2.14, -0.29, -0.72], [1.55, -0.05, 0.45], [2.31, -0.03, 1.57], [1.57, 0.10, 2.81], [0.23, 0.18, 2.68], [-0.54, 0.22, 3.76], [0.01, 0.17, 5.04], [1.38, 0.10, 5.18], [2.19, 0.06, 4.04], [3.65, -0.05, 4.06], [4.36, -0.07, 5.15], [5.37, -0.55, 0.26], [3.95, -0.66, -1.80], [1.49, -0.34, -1.59], [-1.61, 0.30, 3.60], [-0.64, 0.20, 5.90], [1.84, 0.07, 6.16], [-5.16, -0.23, 0.42], [-4.07, -0.09, 1.12], [-3.36, -1.23, 1.11], [-4.32, 0.23, 2.37], [-2.97, 1.22, 0.34], [-2.18, 0.52, -0.69], [-1.99, 1.48, 1.47], [-3.72, 2.38, -0.22], [-4.77, 3.38, 0.57], [-5.27, 2.73, 1.74], [-5.59, 3.99, -0.40], [-3.61, 4.70, 1.18], [-4.26, 5.84, 1.26], [-2.56, 4.85, 0.34], [-3.12, 4.36, 2.37], [2.60, 3.15, -0.33], [0.83, 3.23, 0.11], [-0.36, 3.19, -1.27], [0.39, 3.72, 1.81], [2.92, 4.19, -0.50], [2.78, 2.61, -1.26], [3.23, 2.76, 0.47], [-0.04, 3.95, -1.99], [-1.38, 3.40, -0.97], [-0.32, 2.24, -1.80], [0.51, 4.81, 1.86], [1.06, 3.30, 2.56], [-0.65, 3.49, 2.04], [-0.69, -2.24, 0.06], [-0.18, -2.86, -0.48], [-1.59, -2.58, 0.03]]}

{"formula": "C17H17N2O5Pb", "method": "the ωB97M-V functional and the def2-TZVPD basis", "de_lowest_kcal_mol": 4.1, "homo_lumo_gap_ev": 8.33, "charge": 1, "homo_energy_ev": -12.54, "lumo_ev": -4.211, "spin_multiplicity": 1, "e_tot_ha": -1336.3332, "species": ["Pb", "O", "C", "C", "N", "C", "C", "O", "O", "C", "C", "O", "O", "H", "H", "H", "H", "H", "H", "H", "H", "H", "C", "C", "C", "C", "N", "C", "C", "C", "C", "C", "C", "C", "H", "H", "H", "H", "H", "H", "H", "H"], "coordinates": [[0.58, -0.06, 0.03], [3.01, 0.15, -0.03], [3.34, 1.47, 0.44], [2.63, 2.53, -0.37], [1.19, 2.57, -0.12], [0.37, 2.94, -1.27], [0.26, 1.87, -2.34], [0.18, 2.15, -3.50], [0.23, 0.62, -1.91], [0.75, 3.07, 1.17], [0.07, 2.06, 2.08], [-0.65, 2.46, 2.95], [0.38, 0.80, 1.89], [3.41, 0.00, -0.90], [3.04, 1.49, 1.48], [4.42, 1.63, 0.40], [3.08, 3.50, -0.13], [2.77, 2.36, -1.44], [-0.64, 3.16, -0.91], [0.75, 3.84, -1.74], [1.60, 3.43, 1.76], [0.01, 3.87, 1.07], [-4.04, 0.19, 0.28], [-4.38, -1.15, 0.11], [-3.38, -2.10, 0.01], [-2.06, -1.70, 0.07], [-1.75, -0.41, 0.22], [-2.70, 0.52, 0.33], [-0.90, -2.64, 0.01], [-1.07, -4.02, -0.01], [0.02, -4.88, -0.06], [1.31, -4.38, -0.07], [1.53, -3.01, -0.05], [0.41, -2.19, -0.01], [-4.80, 0.96, 0.38], [-5.42, -1.44, 0.06], [-3.64, -3.14, -0.13], [-2.38, 1.55, 0.46], [-2.06, -4.45, 0.01], [-0.15, -5.94, -0.07], [2.16, -5.06, -0.10], [2.53, -2.61, -0.05]]}

{"formula": "C17H17N3O2", "method": "the ωB97M-V functional and the def2-TZVPD basis", "de_lowest_kcal_mol": 10.4, "homo_lumo_gap_ev": 9.21, "smiles": "COc1ccc(CCNC(=O)c2ccc3nc[nH]c3c2)cc1", "charge": 0, "homo_energy_ev": -8.63, "lumo_ev": 0.581, "spin_multiplicity": 1, "e_tot_ha": -972.7973, "species": ["C", "O", "C", "C", "C", "C", "C", "C", "N", "C", "O", "C", "C", "C", "C", "N", "C", "N", "C", "C", "C", "C", "H", "H", "H", "H", "H", "H", "H", "H", "H", "H", "H", "H", "H", "H", "H", "H", "H"], "coordinates": [[1.98, 2.97, -1.10], [1.06, 2.97, -0.03], [-0.10, 2.25, -0.17], [-0.40, 1.44, -1.26], [-1.57, 0.69, -1.25], [-2.45, 0.74, -0.18], [-3.64, -0.19, -0.14], [-3.39, -1.35, 0.86], [-1.98, -1.65, 1.01], [-1.25, -2.18, -0.01], [-1.76, -2.77, -0.93], [0.22, -1.97, 0.09], [1.05, -2.88, -0.59], [2.42, -2.72, -0.66], [2.97, -1.60, -0.06], [4.27, -1.15, 0.00], [4.22, -0.03, 0.66], [2.97, 0.31, 1.07], [2.13, -0.68, 0.62], [0.76, -0.86, 0.72], [-2.16, 1.59, 0.88], [-1.00, 2.33, 0.89], [1.53, 3.37, -2.01], [2.36, 1.96, -1.30], [2.80, 3.61, -0.79], [0.26, 1.36, -2.10], [-1.78, 0.04, -2.09], [-4.54, 0.34, 0.16], [-3.79, -0.61, -1.13], [-3.88, -2.25, 0.49], [-3.78, -1.11, 1.85], [-1.49, -1.10, 1.70], [0.58, -3.72, -1.07], [3.05, -3.42, -1.19], [5.08, 0.58, 0.87], [2.69, 1.15, 1.55], [0.16, -0.12, 1.22], [-2.84, 1.66, 1.72], [-0.76, 2.98, 1.72]]}

{"formula": "C17H17N3O4", "method": "the ωB97M-V functional and the def2-TZVPD basis", "de_lowest_kcal_mol": 54.2, "homo_lumo_gap_ev": 8.31, "smiles": "Cc1ccc(CC(=O)O/N=C(\\N)Cc2ccc([N+](=O)[O-])cc2)cc1", "charge": 0, "homo_energy_ev": -8.94, "lumo_ev": -0.623, "spin_multiplicity": 1, "e_tot_ha": -1123.1423, "species": ["C", "C", "C", "C", "C", "C", "C", "O", "O", "N", "C", "N", "C", "C", "C", "C", "C", "N", "O", "O", "C", "C", "C", "C", "H", "H", "H", "H", "H", "H", "H", "H", "H", "H", "H", "H", "H", "H", "H", "H", "H"], "coordinates": [[0.93, -3.61, 0.10], [-0.29, -2.73, 0.14], [-1.04, -2.50, -1.00], [-2.18, -1.71, -0.95], [-2.58, -1.12, 0.24], [-3.83, -0.28, 0.29], [-3.88, 0.70, -0.86], [-4.69, 0.68, -1.75], [-2.94, 1.66, -0.88], [-2.01, 1.63, 0.19], [-1.03, 2.43, 0.05], [-0.85, 3.29, -0.97], [0.02, 2.41, 1.13], [1.26, 1.75, 0.62], [2.51, 2.36, 0.73], [3.65, 1.74, 0.26], [3.53, 0.49, -0.34], [4.72, -0.17, -0.83], [4.59, -1.28, -1.31], [5.77, 0.42, -0.74], [2.30, -0.13, -0.47], [1.17, 0.50, 0.01], [-1.82, -1.34, 1.38], [-0.69, -2.14, 1.33], [1.34, -3.66, -0.90], [1.69, -3.24, 0.78], [0.66, -4.62, 0.40], [-0.75, -2.95, -1.94], [-2.76, -1.55, -1.85], [-4.72, -0.92, 0.21], [-3.86, 0.28, 1.23], [0.01, 3.79, -1.08], [-1.49, 3.25, -1.75], [-0.38, 1.84, 1.97], [0.23, 3.43, 1.46], [2.59, 3.33, 1.20], [4.62, 2.20, 0.35], [2.24, -1.10, -0.94], [0.21, 0.03, -0.08], [-2.12, -0.89, 2.32], [-0.11, -2.30, 2.23]]}

Number 1: molar mass 482.75 g/mol. Number 2: molar mass 763.05 g/mol. Number 3: molar mass 762.94 g/mol. Number 4: molar mass 536.53 g/mol. Number 5: molar mass 295.34 g/mol. Number 6: molar mass 327.34 g/mol.